# 1
Below is C16H35AlBr2N2O11PS3 as an isolated structure, with properties calculated with the ωB97M-V functional and the def2-TZVPD basis.

The geometry in XYZ format:
```
71
Properties=species:S:1:pos:R:3
C -6.728 3.342 -0.429
C -6.548 2.000 0.302
N -5.282 1.975 1.037
Al -3.732 2.000 0.091
P -3.845 0.150 -1.507
O -2.590 -0.650 -1.788
O -2.203 1.685 0.942
C -1.505 2.870 0.958
S -2.374 3.947 2.334
C -0.114 2.660 1.590
C 0.887 1.686 0.980
C 1.933 1.320 2.018
Br 2.531 -0.542 1.920
C -1.775 3.599 -0.422
C -1.285 2.899 -1.749
C -0.228 1.809 -1.924
N -0.283 1.357 -3.317
C -1.312 5.062 -0.457
C 0.186 5.293 -0.631
C 0.491 6.739 -0.989
Br 0.750 7.013 -2.906
O -3.195 3.569 -0.497
H -7.708 3.785 -0.243
H -5.971 4.044 -0.070
H -6.605 3.256 -1.512
H -7.384 1.825 0.985
H -6.612 1.192 -0.450
H -5.321 1.295 1.789
H -4.527 0.535 -2.705
H -4.920 -0.693 -1.078
H -1.406 4.861 2.512
H -0.350 2.304 2.593
H 0.346 3.645 1.718
H 0.363 0.794 0.632
H 1.392 2.124 0.123
H 2.855 1.886 1.912
H 1.564 1.431 3.033
H -2.188 2.460 -2.171
H -1.039 3.712 -2.442
H -0.505 0.973 -1.278
H 0.776 2.145 -1.659
H -0.461 0.358 -3.368
H 0.570 1.574 -3.818
H -1.690 5.584 0.425
H -1.837 5.509 -1.310
H 0.573 4.624 -1.401
H 0.736 5.050 0.282
H -0.347 7.390 -0.748
H 1.387 7.134 -0.523
C 4.396 -4.452 -0.149
C 3.323 -3.459 -0.560
O 3.776 -3.025 -1.860
S 4.492 -4.206 -2.632
O 3.608 -4.859 -3.531
O 5.746 -3.729 -3.103
O 4.693 -5.158 -1.370
H 5.300 -3.949 0.196
H 4.050 -5.184 0.573
H 3.293 -2.587 0.085
H 2.339 -3.918 -0.645
C 4.225 -9.105 1.597
C 4.295 -9.081 3.114
O 3.613 -7.862 3.450
S 2.416 -7.596 2.432
O 1.184 -8.057 2.958
O 2.545 -6.262 1.963
O 2.898 -8.630 1.322
H 4.953 -8.435 1.139
H 4.305 -10.102 1.171
H 5.306 -9.000 3.505
H 3.775 -9.927 3.563
```

Summary:
Energy, eV: -231142.552
Frontier orbital gap, eV: 6.39
Charge: -1
Strongest force on any atom, eV Å⁻¹: 0.54
2S+1: 1
E_LUMO, eV: 1.48

Mulliken charges, unit e, in atom order:
1. C -0.976
2. C -0.347
3. N -0.362
4. Al 0.082
5. P 0.254
6. O -0.654
7. O -0.653
8. C 0.433
9. S -0.317
10. C -1.415
11. C -0.137
12. C -0.680
13. Br -0.242
14. C 2.203
15. C -1.627
16. C 0.044
17. N -0.709
18. C -2.038
19. C 0.343
20. C -0.903
21. Br -0.215
22. O -0.605
23. H 0.354
24. H 0.225
25. H 0.245
26. H 0.412
27. H 0.146
28. H 0.216
29. H -0.012
30. H -0.008
31. H 0.112
32. H 0.601
33. H 0.360
34. H 0.464
35. H -0.092
36. H 0.417
37. H 0.397
38. H 0.305
39. H 0.423
40. H 0.376
41. H 0.032
42. H 0.289
43. H 0.227
44. H 0.596
45. H 0.272
46. H 0.441
47. H -0.109
48. H 0.357
49. H 0.509
50. C 0.080
51. C 0.061
52. O -0.277
53. S 1.065
54. O -0.541
55. O -0.558
56. O -0.301
57. H 0.291
58. H -0.046
59. H -0.098
60. H 0.319
61. C -0.274
62. C -0.282
63. O -0.320
64. S 1.071
65. O -0.560
66. O -0.468
67. O -0.295
68. H 0.232
69. H 0.297
70. H 0.294
71. H 0.274

***

# 2
Below is one molecule with the formula C19H20N2O5S, with properties calculated with the ωB97M-V functional and the def2-TZVPD basis.

The geometry in XYZ format:
```
47
Properties=species:S:1:pos:R:3
C -2.716 -0.444 -1.317
N -3.244 -1.011 -0.092
C -2.802 -2.169 0.446
O -3.301 -2.667 1.436
C -1.635 -2.846 -0.269
O -0.488 -2.005 -0.241
C 0.715 -2.615 -0.213
O 0.855 -3.812 -0.245
C 1.793 -1.622 -0.146
C 3.077 -1.996 -0.115
C 4.190 -1.064 -0.049
C 5.517 -1.561 -0.010
C 6.557 -0.678 0.053
C 6.289 0.707 0.077
C 7.292 1.693 0.140
C 6.958 3.019 0.160
C 5.610 3.416 0.117
C 4.611 2.486 0.054
C 4.922 1.108 0.033
N 3.917 0.223 -0.029
C -4.328 -0.316 0.582
C -5.607 -0.309 -0.297
C -6.387 0.961 -0.047
S -5.032 2.170 -0.038
O -5.371 3.379 0.656
O -4.499 2.293 -1.369
C -3.937 1.113 0.959
H -2.927 -1.097 -2.168
H -1.638 -0.309 -1.245
H -3.179 0.524 -1.501
H -1.410 -3.785 0.249
H -1.898 -3.072 -1.310
H 1.513 -0.581 -0.120
H 3.318 -3.051 -0.140
H 5.686 -2.626 -0.029
H 7.583 -1.019 0.084
H 8.327 1.381 0.174
H 7.729 3.773 0.209
H 5.372 4.469 0.133
H 3.572 2.770 0.020
H -4.516 -0.900 1.490
H -6.196 -1.202 -0.093
H -5.315 -0.324 -1.348
H -7.100 1.194 -0.830
H -6.859 0.999 0.929
H -2.899 1.340 0.738
H -4.153 1.348 1.996
```

Summary:
Energy, eV: -44080.426
SMILES: CN(C(=O)COC(=O)/C=C/c1ccc2ccccc2n1)[C@@H]1CCS(=O)(=O)C1
Frontier orbital gap, eV: 8.17
Charge: 0
Strongest force on any atom, eV Å⁻¹: 0.96
2S+1: 1
E_LUMO, eV: -0.69
Energy relative to the best compared isomer or geometry (same formula, charge and spin), kcal/mol: 44.6

Mulliken charges, unit e, in atom order:
1. C -0.994
2. N 0.170
3. C 0.802
4. O -0.686
5. C -0.909
6. O -0.075
7. C 0.167
8. O -0.619
9. C -0.511
10. C -0.489
11. C 1.129
12. C -0.725
13. C -0.732
14. C 1.074
15. C -0.693
16. C -0.503
17. C -0.431
18. C -0.491
19. C -0.088
20. N -0.429
21. C -0.332
22. C -0.654
23. C -0.781
24. S 1.085
25. O -0.698
26. O -0.635
27. C -0.871
28. H 0.332
29. H 0.228
30. H 0.507
31. H 0.410
32. H 0.351
33. H 0.441
34. H 0.411
35. H 0.387
36. H 0.414
37. H 0.367
38. H 0.385
39. H 0.379
40. H 0.464
41. H 0.485
42. H 0.415
43. H 0.361
44. H 0.468
45. H 0.339
46. H 0.426
47. H 0.350

***

# 3
Below is one molecule with the formula C25H30N4O2, with properties calculated with the ωB97M-V functional and the def2-TZVPD basis.

The geometry in XYZ format:
```
61
Properties=species:S:1:pos:R:3
C 0.614 4.062 -1.027
C 1.615 3.117 -0.450
C 2.968 3.253 -0.597
C 3.860 2.320 -0.023
C 3.392 1.263 0.691
N 2.053 1.116 0.851
C 1.321 0.154 1.484
C 1.980 -0.980 2.192
N 2.581 -1.888 1.213
C 3.630 -2.710 1.775
C 1.564 -2.681 0.539
C 1.793 -2.800 -0.982
C 2.180 -1.444 -1.597
C 0.836 -0.938 -2.030
C 0.413 0.301 -2.452
C -0.920 0.460 -2.813
C -1.797 -0.611 -2.764
C -1.377 -1.869 -2.350
C -0.054 -2.014 -1.984
O 0.536 -3.165 -1.565
C -0.010 0.504 1.280
C -1.166 -0.315 1.706
O -0.970 -1.465 2.097
N -2.412 0.197 1.660
C -2.815 1.514 1.229
C -3.546 1.421 -0.110
C -4.744 0.483 0.012
C -4.286 -0.874 0.540
C -3.536 -0.694 1.860
N -0.090 1.647 0.552
C 1.148 2.011 0.292
H 1.060 4.672 -1.809
H 0.233 4.719 -0.245
H -0.229 3.503 -1.423
H 3.369 4.079 -1.165
H 4.922 2.444 -0.159
H 4.028 0.513 1.133
H 1.240 -1.484 2.827
H 2.781 -0.588 2.830
H 3.271 -3.379 2.571
H 4.061 -3.316 0.980
H 4.415 -2.073 2.186
H 0.595 -2.197 0.675
H 1.482 -3.688 0.969
H 2.505 -3.595 -1.217
H 2.676 -0.817 -0.861
H 2.842 -1.563 -2.459
H 1.101 1.132 -2.501
H -1.273 1.427 -3.139
H -2.828 -0.470 -3.053
H -2.054 -2.707 -2.313
H -1.938 2.151 1.134
H -3.491 1.923 1.991
H -3.870 2.416 -0.418
H -2.848 1.037 -0.856
H -5.230 0.363 -0.959
H -5.475 0.913 0.702
H -5.140 -1.536 0.692
H -3.613 -1.339 -0.183
H -3.150 -1.648 2.223
H -4.201 -0.262 2.617
```

Summary:
Energy, eV: -36468.420
SMILES: Cc1cccn2c(CN(C)C[C@@H]3Cc4ccccc4O3)c(C(=O)N3CCCCC3)nc12
Frontier orbital gap, eV: 8.51
Charge: 0
Strongest force on any atom, eV Å⁻¹: 0.97
2S+1: 1
E_LUMO, eV: 0.55
Energy relative to the best compared isomer or geometry (same formula, charge and spin), kcal/mol: 27.3

Mulliken charges, unit e, in atom order:
1. C -1.464
2. C 0.577
3. C -0.587
4. C -0.848
5. C 0.006
6. N 0.278
7. C 0.810
8. C -2.045
9. N 0.635
10. C -1.289
11. C -0.419
12. C 0.311
13. C -0.782
14. C 0.968
15. C -0.477
16. C -0.506
17. C -0.240
18. C -1.212
19. C 0.020
20. O -0.535
21. C 0.709
22. C 0.405
23. O -0.797
24. N 0.030
25. C -0.819
26. C 0.189
27. C -0.989
28. C -0.255
29. C -0.994
30. N -0.388
31. C -0.101
32. H 0.415
33. H 0.338
34. H 0.206
35. H 0.444
36. H 0.437
37. H 0.306
38. H 0.369
39. H 0.718
40. H 0.405
41. H 0.321
42. H 0.343
43. H -0.528
44. H 0.485
45. H 0.356
46. H 0.018
47. H 0.392
48. H 0.618
49. H 0.356
50. H 0.449
51. H 0.510
52. H 0.386
53. H 0.327
54. H 0.425
55. H -0.289
56. H 0.415
57. H 0.369
58. H 0.382
59. H 0.027
60. H 0.450
61. H 0.364

***

# 4
Below is a 6-piece molecular cluster, C31H58IN5OPS overall in a non-equilibrium geometry, with properties calculated with the ωB97M-V functional and the def2-TZVPD basis.

The geometry in XYZ format:
```
98
Properties=species:S:1:pos:R:3
C -0.709 2.842 0.319
C 0.113 1.957 -0.633
C 0.778 0.835 0.228
C -0.771 1.246 -1.678
C -1.527 2.226 -2.608
C -1.332 1.794 -4.081
C -3.017 2.445 -2.221
O -3.450 1.536 -1.233
C -4.798 1.038 -1.376
C -4.823 -0.522 -1.451
C -3.592 -1.111 -2.157
C -2.837 -2.115 -1.236
I -4.274 -2.324 -3.883
P -5.526 1.411 0.276
S -4.356 0.885 1.808
H -0.076 3.052 1.186
H -1.602 2.329 0.688
H -0.949 3.820 -0.110
H 0.884 2.563 -1.118
H 0.128 0.647 1.088
H 1.783 1.109 0.553
H 0.790 -0.085 -0.366
H -0.063 0.691 -2.312
H -1.406 0.496 -1.202
H -1.023 3.195 -2.504
H -0.441 2.293 -4.478
H -2.188 2.033 -4.702
H -1.140 0.721 -4.159
H -3.173 3.489 -1.902
H -3.642 2.329 -3.113
H -4.978 -0.957 -0.451
H -5.704 -0.811 -2.032
H -2.926 -0.367 -2.579
H -1.805 -1.772 -1.113
H -2.857 -3.130 -1.633
H -3.293 -2.158 -0.247
H -6.744 0.694 0.409
H -5.780 2.792 0.418
C -4.186 -0.004 -9.168
C -4.720 -0.760 -7.957
C -5.964 -0.105 -7.343
C -5.721 1.222 -6.785
N -5.534 2.276 -6.375
H -3.843 0.994 -8.893
H -3.338 -0.536 -9.605
H -4.954 0.095 -9.939
H -3.928 -0.853 -7.213
H -4.992 -1.776 -8.258
H -6.351 -0.748 -6.550
H -6.748 -0.027 -8.100
C 5.529 2.288 1.799
C 5.308 3.439 2.773
C 3.883 3.483 3.332
C 2.888 3.754 2.296
N 2.106 3.950 1.478
H 4.896 2.387 0.915
H 6.567 2.270 1.462
H 5.310 1.331 2.273
H 5.542 4.384 2.277
H 6.003 3.338 3.609
H 3.818 4.265 4.092
H 3.649 2.540 3.827
C 5.288 1.063 8.250
C 3.782 1.007 8.017
C 3.374 -0.060 7.000
C 3.883 0.226 5.659
N 4.287 0.449 4.608
H 5.824 1.342 7.341
H 5.526 1.802 9.015
H 5.667 0.095 8.588
H 3.429 1.987 7.691
H 3.285 0.788 8.962
H 2.285 -0.116 6.956
H 3.726 -1.039 7.322
C 4.575 -4.114 11.740
C 4.189 -4.548 10.330
C 4.247 -3.403 9.315
C 3.264 -2.359 9.600
N 2.492 -1.540 9.829
H 3.880 -3.371 12.133
H 4.564 -4.969 12.415
H 5.580 -3.686 11.756
H 3.187 -4.980 10.344
H 4.870 -5.335 10.000
H 4.058 -3.795 8.314
H 5.247 -2.965 9.299
C 0.119 -2.879 -9.449
C -0.449 -3.614 -8.240
C -1.638 -2.890 -7.604
C -1.261 -1.599 -7.033
N -0.951 -0.584 -6.597
H 0.515 -1.901 -9.169
H 0.932 -3.452 -9.895
H -0.648 -2.732 -10.212
H 0.339 -3.755 -7.497
H -0.776 -4.609 -8.549
H -2.061 -3.508 -6.809
H -2.428 -2.743 -8.343
```

Summary:
Energy, eV: -70808.554
Frontier orbital gap, eV: 4.14
Charge: -1
Strongest force on any atom, eV Å⁻¹: 1.90
2S+1: 1
E_LUMO, eV: 1.52

Mulliken charges, unit e, in atom order:
1. C -1.438
2. C 0.815
3. C -1.511
4. C -1.231
5. C 1.092
6. C -1.732
7. C -1.240
8. O 0.258
9. C -0.941
10. C -0.577
11. C 0.585
12. C -0.992
13. I -0.097
14. P 0.006
15. S -0.556
16. H 0.447
17. H 0.233
18. H 0.342
19. H 0.349
20. H 0.336
21. H 0.241
22. H 0.457
23. H 0.503
24. H -0.007
25. H 0.720
26. H 0.397
27. H 0.383
28. H 0.273
29. H 0.152
30. H 0.459
31. H 0.318
32. H 0.357
33. H -0.392
34. H 0.203
35. H 0.401
36. H 0.272
37. H 0.057
38. H 0.070
39. C -1.200
40. C 0.070
41. C -0.500
42. C 0.173
43. N -0.457
44. H 0.344
45. H 0.258
46. H 0.385
47. H -0.065
48. H 0.330
49. H 0.264
50. H 0.369
51. C -1.056
52. C -0.490
53. C 0.155
54. C 0.076
55. N -0.387
56. H 0.312
57. H 0.336
58. H 0.264
59. H 0.340
60. H 0.318
61. H 0.327
62. H -0.189
63. C -1.020
64. C -0.512
65. C 0.081
66. C 0.165
67. N -0.494
68. H 0.317
69. H 0.341
70. H 0.190
71. H 0.355
72. H 0.359
73. H 0.348
74. H -0.191
75. C -1.147
76. C -0.601
77. C -0.335
78. C 0.333
79. N -0.514
80. H 0.348
81. H 0.333
82. H 0.301
83. H 0.316
84. H 0.343
85. H 0.371
86. H 0.304
87. C -1.151
88. C -0.569
89. C -0.034
90. C 0.217
91. N -0.452
92. H 0.335
93. H 0.352
94. H 0.287
95. H 0.321
96. H 0.333
97. H 0.238
98. H 0.142